{"formula": "C20H41AlN2P3S", "method": "wB97M-V/def2-TZVPD", "total_charge": 3, "lumo_ev": [-11.380, -11.380], "e_above_lowest_ev": 0.0000, "spin_multiplicity": 1, "homo_energy_ev": [-14.32, -14.31], "energy_ha": -2559.953183, "elements": ["Al", "P", "P", "P", "H", "C", "C", "H", "C", "C", "C", "C", "C", "C", "C", "C", "C", "H", "H", "H", "H", "H", "H", "H", "H", "H", "H", "H", "H", "H", "H", "H", "H", "H", "H", "H", "H", "H", "H", "H", "H", "H", "H", "H", "H", "H", "C", "C", "C", "C", "C", "C", "S", "H", "H", "H", "H", "H", "H", "N", "C", "C", "N", "C", "H", "H", "H", "H"], "xyz": [[-0.14318, -0.02256, 1.14152], [-1.70631, 1.89199, 1.30955], [-2.00343, -1.40382, 2.26833], [1.47298, 1.19014, -0.16167], [-1.18183, -2.12395, -0.33406], [-0.18830, -1.65755, -0.34564], [0.76676, -1.97976, 0.65272], [0.51775, -2.70058, 1.44046], [-2.81889, 1.94088, -0.13740], [-2.88461, 2.07087, 2.70530], [-0.98097, 3.57580, 1.33171], [-1.78630, -3.22216, 2.40824], [-2.52178, -1.12446, 4.00832], [-3.62406, -1.38816, 1.41265], [2.85954, 0.17014, -0.79525], [2.39263, 2.55149, 0.65032], [0.69553, 1.96644, -1.62022], [0.14742, -1.37848, -1.35156], [1.83691, -1.96219, 0.42036], [-3.44993, 2.83567, -0.05017], [-3.45145, 1.04479, -0.15629], [-2.23236, 1.99055, -1.06269], [-3.41226, 3.02565, 2.56216], [-2.34822, 2.11075, 3.66361], [-3.61776, 1.25610, 2.73040], [-1.81421, 4.28692, 1.42570], [-0.42025, 3.79844, 0.41750], [-0.32154, 3.70290, 2.20101], [-2.74312, -3.63138, 2.76637], [-0.99536, -3.45317, 3.13503], [-1.53742, -3.67141, 1.44036], [-3.50561, -1.60250, 4.13545], [-2.59221, -0.05978, 4.25368], [-1.78561, -1.59519, 4.67411], [-4.20513, -2.21590, 1.83772], [-3.47979, -1.56351, 0.34077], [-4.16157, -0.44522, 1.55342], [3.52269, 0.76734, -1.43877], [2.49374, -0.68044, -1.38500], [3.44046, -0.21901, 0.05261], [3.05224, 3.03659, -0.08560], [3.00633, 2.13675, 1.46237], [1.70675, 3.29654, 1.07263], [1.46286, 2.38622, -2.28094], [-0.00117, 2.76069, -1.33733], [0.13156, 1.20735, -2.17392], [1.94100, -0.93438, -5.45863], [1.33941, -0.51586, -6.66223], [1.24201, -1.41945, -7.72444], [1.80314, -2.69658, -7.63175], [2.54596, -3.03855, -6.49997], [2.66547, -2.14580, -5.44396], [1.89728, -0.06352, -3.95678], [0.88771, 0.86276, -3.96575], [0.95804, 0.50159, -6.73805], [0.72095, -1.12386, -8.63267], [1.67538, -3.41578, -8.44062], [3.03351, -4.00574, -6.43053], [3.28331, -2.37637, -4.57842], [1.31054, 1.07466, 4.82818], [2.05641, -0.09761, 4.71883], [1.72904, -0.64146, 3.52491], [0.78837, 0.17670, 2.89996], [0.57271, 1.21267, 3.72198], [1.29301, 1.71218, 5.61603], [2.71556, -0.44875, 5.47994], [2.06098, -1.54332, 3.05842], [-0.11132, 2.02665, 3.55768]], "nbo_charge": [1.260, 0.851, 0.834, 0.830, 0.277, -0.458, -0.430, 0.279, -0.933, -0.925, -0.931, -0.930, -0.921, -0.932, -0.945, -0.925, -0.952, 0.296, 0.285, 0.281, 0.262, 0.259, 0.284, 0.247, 0.259, 0.283, 0.258, 0.247, 0.279, 0.257, 0.243, 0.276, 0.243, 0.263, 0.275, 0.246, 0.249, 0.299, 0.266, 0.254, 0.287, 0.262, 0.249, 0.292, 0.249, 0.252, -0.214, -0.215, -0.182, -0.191, -0.177, -0.227, -0.042, 0.130, 0.223, 0.239, 0.241, 0.234, 0.211, -0.459, -0.011, -0.078, -0.689, 0.234, 0.471, 0.279, 0.242, 0.228]}

{"formula": "C4H5NS", "method": "wB97M-V/def2-TZVPD", "total_charge": 0, "smiles": "N#CC1(S)CC1", "lumo_ev": 0.676, "e_above_lowest_ev": 1.9494, "spin_multiplicity": 1, "homo_energy_ev": -9.78, "energy_ha": -608.279031, "elements": ["C", "C", "C", "C", "N", "S", "H", "H", "H", "H", "H"], "xyz": [[-2.32870, 0.97136, 0.03219], [0.15654, 0.50926, -0.70794], [-0.00758, 0.32570, 0.76672], [-1.18540, 0.11042, -0.07113], [-3.28862, 1.61386, 0.00900], [-1.80874, -1.69790, -0.03245], [0.08054, 1.44825, -1.00550], [0.62049, -0.31886, -1.20940], [0.44581, -0.47945, 1.36237], [0.19224, 1.13600, 1.52246], [-2.22258, -1.51122, 1.15425]], "nbo_charge": [0.258, -0.365, -0.424, -0.244, -0.301, 0.020, 0.226, 0.240, 0.240, 0.238, 0.112]}

{"formula": "C43H36GeN5Tl", "method": "wB97M-V/def2-TZVPD", "total_charge": 0, "lumo_ev": -0.009, "e_above_lowest_ev": 0.4342, "spin_multiplicity": 1, "homo_energy_ev": -7.04, "energy_ha": -4183.232261, "elements": ["Tl", "C", "N", "C", "C", "N", "C", "C", "C", "C", "C", "C", "N", "C", "N", "C", "C", "C", "C", "C", "C", "N", "H", "H", "H", "H", "H", "H", "H", "H", "H", "H", "H", "H", "H", "H", "H", "C", "C", "C", "C", "C", "C", "C", "C", "H", "H", "H", "H", "H", "C", "Ge", "C", "C", "C", "C", "C", "C", "C", "C", "C", "C", "C", "C", "C", "C", "C", "C", "C", "C", "H", "H", "H", "H", "H", "H", "H", "H", "H", "H", "H", "H", "H", "H", "H", "H"], "xyz": [[-0.32918, 0.85274, 0.04493], [1.81358, 1.69149, 2.70480], [0.48089, 2.07765, 2.28252], [0.15390, 3.48404, 2.20534], [0.05777, 3.97913, 0.78907], [0.11751, 3.24576, -0.28282], [-0.14398, 4.09849, -1.34786], [-0.22310, 3.83082, -2.71036], [-0.50833, 4.88683, -3.55232], [-0.70784, 6.18366, -3.05474], [-0.63044, 6.46205, -1.70393], [-0.34746, 5.39135, -0.86549], [-0.20521, 5.28458, 0.50853], [2.73961, 1.40705, 1.55249], [2.38522, 1.31219, 0.30704], [3.55080, 1.01305, -0.38912], [3.75252, 0.81192, -1.75055], [5.03961, 0.55452, -2.17711], [6.11122, 0.49277, -1.27385], [5.92559, 0.67827, 0.08315], [4.62561, 0.93536, 0.50060], [4.07434, 1.18727, 1.74751], [2.26995, 2.46775, 3.33470], [1.73975, 0.78382, 3.30759], [-0.22454, 1.53658, 2.76011], [-0.82092, 3.65991, 2.66770], [0.88615, 4.09555, 2.74797], [-0.07181, 2.82963, -3.09109], [-0.58263, 4.71375, -4.61690], [-0.93015, 6.98408, -3.74701], [-0.78747, 7.46279, -1.32515], [-0.31952, 6.01898, 1.18404], [2.92441, 0.85048, -2.44498], [5.22811, 0.38536, -3.22824], [7.10595, 0.29092, -1.64820], [6.75459, 0.63072, 0.77671], [4.55769, 1.20932, 2.62732], [-2.34969, 1.83425, 0.59429], [-3.55998, 1.94991, 0.67679], [-4.98499, 2.08895, 0.77820], [-5.79965, 0.95758, 0.86267], [-7.17519, 1.08681, 0.95681], [-7.76105, 2.34519, 0.96953], [-6.95999, 3.47560, 0.88547], [-5.58412, 3.35021, 0.78993], [-5.33810, -0.02109, 0.85282], [-7.79314, 0.20056, 1.02056], [-8.83606, 2.44454, 1.04334], [-7.41023, 4.45998, 0.89239], [-4.95560, 4.22842, 0.71911], [-0.23640, -1.00300, 1.15132], [0.17683, -2.63683, 0.22252], [-1.03912, -3.14706, -1.23305], [-1.03278, -4.45223, -1.72744], [-1.90258, -4.84351, -2.73476], [-2.80603, -3.93106, -3.26253], [-2.83476, -2.63324, -2.77702], [-1.95742, -2.24869, -1.77027], [-0.00062, -4.05117, 1.57140], [-1.22773, -4.24420, 2.20657], [-1.38064, -5.20839, 3.19128], [-0.30304, -6.00193, 3.55954], [0.92218, -5.82742, 2.93584], [1.06921, -4.85809, 1.95062], [2.01156, -2.68058, -0.43316], [3.06214, -2.39412, 0.44021], [4.38264, -2.50024, 0.03224], [4.67572, -2.87885, -1.27046], [3.64553, -3.14481, -2.15850], [2.32358, -3.05002, -1.73911], [-1.32678, -1.04651, 1.33428], [-0.34293, -5.18177, -1.31562], [-1.88113, -5.86115, -3.10429], [-3.48988, -4.23448, -4.04533], [-3.54377, -1.91916, -3.17757], [-2.00201, -1.23304, -1.39144], [-2.08332, -3.63903, 1.92572], [-2.34207, -5.34381, 3.67075], [-0.42041, -6.75642, 4.32703], [1.76564, -6.44763, 3.21258], [2.03239, -4.73793, 1.46799], [2.84270, -2.09319, 1.45998], [5.18545, -2.28177, 0.72591], [5.70646, -2.95731, -1.59310], [3.86954, -3.43501, -3.17756], [1.52749, -3.27792, -2.43889]], "mulliken_charge": [1.604, -1.595, -0.057, -1.302, 0.355, 0.335, 0.109, -0.736, -0.711, -0.420, -1.113, 0.809, -0.051, 0.498, 0.322, -0.248, -0.516, -0.784, -0.378, -1.143, 0.881, -0.118, 0.449, 0.408, 0.356, 0.439, 0.475, 0.440, 0.404, 0.383, 0.410, 0.197, 0.481, 0.415, 0.411, 0.437, 0.197, -1.250, 0.094, 0.422, -0.476, -0.465, -0.464, -0.426, -0.463, 0.486, 0.374, 0.376, 0.366, 0.436, -1.046, 1.454, 0.002, -0.085, -0.705, -0.387, -0.703, -0.263, 0.014, -0.357, -0.640, -0.436, -0.620, -0.123, -0.054, -0.014, -0.889, -0.504, -0.754, -0.346, 0.364, 0.428, 0.391, 0.370, 0.416, -0.071, 0.340, 0.387, 0.363, 0.394, 0.299, 0.543, 0.414, 0.400, 0.398, 0.370]}

{"formula": "C4H6O2", "method": "wB97M-V/def2-TZVPD", "total_charge": 0, "lumo_ev": 0.873, "e_above_lowest_ev": 0.6181, "spin_multiplicity": 1, "homo_energy_ev": -10.53, "energy_ha": -306.483583, "elements": ["C", "C", "C", "C", "O", "O", "H", "H", "H", "H", "H", "H"], "xyz": [[0.00130, -0.42635, 1.54052], [0.35377, 0.29487, 0.26456], [0.10048, -0.41482, -1.06722], [-0.51221, 0.91723, -1.45215], [-0.84244, 1.49073, -2.44333], [-0.55044, 1.37062, -0.15887], [-0.88780, -1.05307, 1.42342], [-0.15475, 0.26584, 2.37163], [0.84460, -1.07888, 1.79553], [1.35094, 0.73994, 0.33223], [0.91871, -0.83294, -1.65202], [-0.71073, -1.14181, -0.95381]], "nbo_charge": [-0.633, 0.096, -0.546, 0.795, -0.540, -0.495, 0.213, 0.230, 0.222, 0.184, 0.237, 0.236]}